124
Properties=species:S:1:pos:R:3 method="wB97M-V/def2-TZVPD" e_above_lowest_ev=4.252 total_charge=0 orbital_gap_ev=9.271 spin_multiplicity=1 smiles=COC[C@H](C)N.COC[C@H](C)N.COC[C@H](C)N.COC[C@H](C)N.CC(C)O.CC(C)O.CC(C)O.OCCO.OCCO e_tot_ev=-59850.4148
O -6.502 2.096 -0.960
O 0.584 2.037 0.618
O -1.238 0.323 -0.383
O 2.938 -6.600 -2.647
O 4.047 0.708 -0.894
O -3.300 4.024 1.799
O 4.482 -4.151 2.936
O -2.970 -1.699 3.382
O -4.460 1.992 -3.300
O 1.646 -0.862 -0.476
O -2.206 1.645 -5.016
N 1.718 -0.026 2.340
N -6.955 4.257 1.434
N 0.611 -2.665 3.741
N 3.447 3.128 -3.555
C 0.618 -0.851 -1.468
C 1.478 -6.532 -0.683
C -5.651 4.545 2.037
C -3.029 -0.783 2.299
C 4.546 0.751 0.448
C -0.734 -0.917 -0.802
C -4.597 3.515 1.568
C -4.312 1.514 -1.971
C 5.635 -2.928 1.246
C 4.271 0.918 -4.000
C -0.835 2.069 -4.805
C -0.776 2.872 -3.502
C 4.352 1.862 -1.634
C -0.069 0.754 -4.642
C 1.294 -4.896 -2.612
C 3.108 -3.416 1.117
C -1.690 -1.826 3.967
C 0.761 0.999 2.811
C 0.962 2.230 1.969
C -5.643 1.044 -1.407
C -5.778 4.592 3.539
C 1.161 2.903 -0.328
C 2.220 -5.748 -1.760
C -1.240 -3.982 2.696
C -2.279 3.356 1.095
C 0.968 1.142 4.303
C 4.497 -3.910 1.518
C -0.703 -2.603 3.103
C 3.593 1.804 -2.960
H 5.967 -3.024 0.207
H -3.856 2.253 -1.309
H 4.135 2.784 -1.077
H 4.250 1.702 0.894
H 3.655 0.865 -4.898
H 0.857 0.183 4.797
H -1.429 -1.495 -1.416
H 5.432 1.861 -1.842
H 4.013 -0.056 0.947
H -5.476 0.501 -0.476
H -0.531 -2.037 2.179
H -4.719 3.299 0.500
H -7.315 3.382 1.814
H -6.122 0.392 -2.143
H 4.372 -0.100 -3.608
H -6.146 3.638 3.930
H 2.113 3.316 0.033
H 4.501 -3.297 3.381
H -3.695 0.609 -2.032
H 2.174 -6.818 0.112
H 1.551 -0.907 2.819
H 0.625 -4.355 -1.941
H 2.027 2.494 2.009
H 0.774 0.007 -2.123
H 1.315 2.375 -1.264
H -2.056 2.437 1.649
H 2.922 -2.495 1.674
H -0.554 0.806 0.151
H -4.805 4.731 4.014
H -1.293 -0.816 4.132
H 1.936 1.605 4.506
H -2.545 0.164 2.569
H 2.632 1.333 -2.702
H -0.154 0.154 -5.544
H 6.477 -3.230 1.869
H -2.516 3.192 0.044
H 0.240 1.867 4.686
H 2.948 -5.089 -1.272
H 2.504 -0.684 -0.882
H -2.543 2.138 -5.773
H 0.406 3.083 2.383
H 5.415 -1.880 1.452
H 4.737 -4.841 0.999
H 5.284 1.217 -4.266
H 3.099 3.794 -2.871
H 2.369 -4.175 1.366
H -1.359 -4.628 3.573
H -4.709 2.560 2.102
H 0.713 -5.577 -3.239
H 0.549 3.814 -0.381
H 0.567 -3.248 4.573
H 0.971 0.989 -4.403
H -1.579 3.608 -3.442
H -0.798 2.118 -2.715
H -2.508 -1.156 1.417
H -0.517 -4.444 2.022
H -6.485 5.349 3.875
H -5.269 5.479 1.619
H -6.755 2.636 -1.718
H 2.804 3.151 -4.336
H 0.955 -7.422 -1.030
H 3.141 -3.212 0.045
H -4.082 -0.573 2.136
H -2.239 -3.945 2.260
H -1.896 -2.357 4.901
H -0.445 2.633 -5.656
H -0.537 0.244 -3.801
H 1.583 -0.220 1.350
H 3.251 -7.388 -2.195
H -0.260 0.630 2.614
H 0.781 -5.865 -0.170
H 0.813 -1.747 -2.072
H -1.363 3.939 1.196
H 0.113 3.505 -3.427
H 5.620 0.567 0.486
H 1.787 -4.198 -3.286
H -0.656 -1.613 0.046
H -3.599 1.934 -3.742
H 1.248 -3.124 3.096
H -6.787 3.997 0.462